Computed, not measured: C4H6I2O as an isolated structure in a non-equilibrium geometry, with ωB97M-V/def2-TZVPD.

## Properties
Molecular weight = 323.90 g mol⁻¹
Electronic energy = -22489.849 eV
Energy relative to the best compared isomer or geometry (same formula, charge and spin) = 315.9 kJ/mol
Total charge = 0

Element x y z (Å)
C (-0.97, 0.58, 1.14)
C (0.06, -0.24, 1.96)
C (-0.64, 0.44, -1.96)
C (-1.96, -0.12, 0.32)
O (-1.04, 1.78, 1.34)
I (-3.63, 1.12, -0.12)
I (-2.20, -2.19, 0.09)
H (0.44, 0.43, 2.63)
H (0.88, -0.70, 1.45)
H (-0.47, -1.02, 2.67)
H (-0.44, 1.51, -1.85)
H (-1.62, 0.30, -2.14)
H (0.22, -0.24, -1.94)

=====

Computed, not measured: C5H7N3 as an isolated structure in a non-equilibrium geometry, with ωB97M-V/def2-TZVPD.

## Properties
Molecular weight = 109.13 g mol⁻¹
Electronic energy = -9762.770 eV
Energy relative to the best compared isomer or geometry (same formula, charge and spin) = 638.5 kJ/mol
Total charge = 0

Element x y z (Å)
C (-2.05, -0.66, -0.32)
C (-0.68, -0.31, 0.43)
C (-0.15, 1.23, 0.20)
C (1.04, 0.49, -0.09)
C (2.44, 0.59, -0.18)
H (-2.29, -0.53, -1.52)
H (-2.26, -1.89, -0.29)
H (-2.96, -0.41, 0.32)
H (-0.88, -0.48, 1.52)
H (-0.23, 1.97, 1.08)
H (-0.45, 1.43, -0.79)
H (3.15, 1.50, -0.58)
N (2.86, -0.82, -0.03)
N (1.79, -1.39, 0.18)
N (0.66, -0.72, 0.07)

=====

Computed, not measured: a 12-piece molecular cluster, H22NO14 overall in a non-equilibrium geometry, with ωB97M-V/def2-TZVPD.

## Properties
Molecular weight = 260.17 g mol⁻¹
Electronic energy = -30509.722 eV
Energy relative to the best compared isomer or geometry (same formula, charge and spin) = 343.8 kJ/mol
Total charge = -1

Element x y z (Å)
N (-0.14, -0.48, 0.03)
O (0.58, 0.32, 0.67)
O (0.43, -1.44, -0.56)
O (-1.10, 0.09, -0.61)
O (-1.89, 2.49, 1.10)
H (-0.97, 2.81, 0.79)
H (-2.22, 3.37, 1.51)
O (0.33, -4.18, -0.25)
H (-0.33, -4.60, -0.77)
H (0.27, -3.20, -0.47)
O (-3.76, -0.15, -1.46)
H (-2.91, 0.25, -1.08)
H (-4.44, 0.48, -1.24)
O (2.95, 1.51, -0.83)
H (3.08, 1.37, -1.80)
H (2.08, 1.08, -0.57)
O (-1.88, 0.02, 2.04)
H (-1.66, 0.73, 1.44)
H (-2.54, 0.22, 2.63)
O (1.00, 3.37, 0.80)
H (1.45, 2.46, 0.69)
H (0.83, 3.37, 1.67)
O (0.21, -0.64, 3.82)
H (-0.53, -0.83, 3.05)
H (0.44, 0.31, 4.03)
O (2.90, -2.00, -1.71)
H (3.59, -1.68, -1.16)
H (2.09, -1.76, -1.23)
O (-0.45, -2.00, -3.24)
H (-0.21, -1.71, -2.38)
H (0.29, -1.80, -3.83)
O (-1.00, 2.12, -2.42)
H (-1.13, 1.65, -1.61)
H (-0.76, 1.49, -3.01)
O (2.11, -1.22, 1.99)
H (1.74, -0.65, 1.28)
H (1.53, -1.17, 2.70)

=====

Computed, not measured: one molecule with the formula C24H24N2O3S in a non-equilibrium geometry, with ωB97M-V/def2-TZVPD.

## Properties
Molecular weight = 420.53 g mol⁻¹
SMILES = COc1ccc([C@H](N(C)C)[C@@](C#N)(c2ccccc2)S(=O)(=O)c2ccccc2)cc1
Electronic energy = -45227.670 eV
Energy relative to the best compared isomer or geometry (same formula, charge and spin) = 863.7 kJ/mol
Total charge = 0

Element x y z (Å)
C (3.82, -1.31, 2.54)
O (3.36, 0.08, 2.72)
C (2.05, 0.37, 2.43)
C (1.53, 1.59, 2.93)
C (0.18, 1.84, 2.88)
C (-0.67, 0.94, 2.22)
C (-2.15, 1.36, 2.01)
N (-2.94, 0.10, 2.16)
C (-4.40, 0.18, 2.15)
C (-2.42, -1.07, 2.92)
C (-1.99, 2.55, 1.33)
C (-1.58, 3.93, 1.84)
N (-1.34, 5.05, 2.11)
C (-1.15, 2.23, 0.11)
C (-0.04, 3.00, -0.20)
C (0.85, 2.61, -1.22)
C (0.52, 1.53, -2.05)
C (-0.68, 0.82, -1.79)
C (-1.53, 1.15, -0.73)
S (-3.65, 3.29, 0.14)
O (-3.05, 3.74, -1.09)
O (-4.60, 2.18, 0.16)
C (-4.44, 4.75, 0.89)
C (-4.61, 4.81, 2.27)
C (-5.13, 5.97, 2.86)
C (-5.50, 7.05, 2.06)
C (-5.35, 6.97, 0.67)
C (-4.83, 5.81, 0.07)
C (-0.14, -0.19, 1.56)
C (1.20, -0.54, 1.72)
H (4.86, -1.27, 2.87)
H (3.24, -2.02, 3.17)
H (3.76, -1.61, 1.46)
H (2.22, 2.28, 3.43)
H (-0.19, 2.76, 3.35)
H (-2.86, 2.10, 2.53)
H (-4.76, -0.76, 2.58)
H (-4.78, 1.03, 2.74)
H (-4.77, 0.25, 1.12)
H (-3.28, -1.47, 3.51)
H (-2.11, -1.85, 2.19)
H (-1.60, -0.79, 3.58)
H (0.16, 3.92, 0.36)
H (1.76, 3.21, -1.39)
H (1.16, 1.32, -2.92)
H (-0.99, 0.02, -2.48)
H (-2.47, 0.59, -0.55)
H (-4.29, 3.96, 2.89)
H (-5.23, 6.01, 3.94)
H (-5.91, 7.96, 2.52)
H (-5.64, 7.82, 0.04)
H (-4.68, 5.74, -1.01)
H (-0.76, -0.84, 0.93)
H (1.56, -1.50, 1.31)

=====

Computed, not measured: a 2-piece molecular cluster, C5H12N2O overall in a non-equilibrium geometry, with ωB97M-V/def2-TZVPD.

## Properties
Molecular weight = 116.16 g mol⁻¹
Electronic energy = -10401.683 eV
Energy relative to the best compared isomer or geometry (same formula, charge and spin) = 650.4 kJ/mol
Total charge = 0

Element x y z (Å)
C (-0.24, -0.73, -0.98)
N (-1.28, -1.38, -0.38)
C (-2.33, -0.58, -0.03)
O (-2.32, 0.63, 0.08)
C (0.96, -0.43, 0.10)
C (1.38, -1.83, 0.60)
N (1.95, 0.19, -0.52)
C (2.59, 1.24, 0.19)
H (-0.49, 0.25, -1.41)
H (0.19, -1.36, -1.77)
H (-5.03, 3.69, 0.00)
H (-3.25, -1.16, 0.16)
H (0.52, 0.17, 0.92)
H (2.11, -2.25, -0.10)
H (1.83, -1.73, 1.59)
H (0.45, -2.40, 0.64)
H (-5.34, 3.10, -0.36)
H (2.82, 0.87, 1.20)
H (1.98, 2.15, 0.39)
H (3.50, 1.55, -0.32)

=====

Computed, not measured: C6H8N as an isolated structure in a non-equilibrium geometry, with ωB97M-V/def2-TZVPD.

## Properties
Molecular weight = 94.14 g mol⁻¹
Electronic energy = -7826.729 eV
Energy relative to the best compared isomer or geometry (same formula, charge and spin) = 864.5 kJ/mol
Total charge = +1

Element x y z (Å)
C (2.00, -0.34, 0.40)
C (2.56, 0.49, -0.46)
C (-1.65, -0.38, -0.26)
C (0.62, -0.32, 0.54)
C (-0.21, -0.45, -0.74)
C (-0.04, 0.86, -0.19)
N (-1.48, 0.99, 0.29)
H (2.49, -1.23, 0.80)
H (3.08, 1.24, -0.95)
H (-2.45, -0.57, -0.94)
H (-1.85, -1.16, 0.46)
H (0.23, -0.71, 1.43)
H (0.33, -1.09, -1.40)
H (-1.84, 1.75, -0.28)
H (-1.79, 0.92, 1.30)

=====

Computed, not measured: C9H16 as an isolated structure in a non-equilibrium geometry, with ωB97M-V/def2-TZVPD.

## Properties
Molecular weight = 124.23 g mol⁻¹
Electronic energy = -9590.043 eV
Energy relative to the best compared isomer or geometry (same formula, charge and spin) = 112.8 kJ/mol
Total charge = 0

Element x y z (Å)
C (-0.63, 2.54, -1.26)
C (0.19, 1.22, -1.62)
C (0.14, 0.27, -0.53)
C (1.04, -0.91, -0.97)
C (0.80, -1.76, 0.24)
C (-0.06, -0.82, 1.06)
C (-0.51, -1.28, 2.34)
C (0.69, 0.47, 0.90)
C (-1.11, -0.37, 0.05)
H (-1.70, 2.33, -1.51)
H (-0.61, 2.76, -0.14)
H (-0.54, 3.38, -1.96)
H (-0.40, 0.61, -2.44)
H (1.25, 1.24, -2.01)
H (0.51, -1.47, -1.86)
H (2.07, -0.72, -1.21)
H (1.84, -1.85, 0.67)
H (0.28, -2.70, 0.20)
H (-1.04, -2.24, 2.20)
H (0.48, -1.48, 2.83)
H (-1.12, -0.50, 2.86)
H (0.21, 1.30, 1.37)
H (1.72, 0.55, 1.13)
H (-1.71, -1.02, -0.67)
H (-1.79, 0.45, 0.31)

=====

Computed, not measured: C6H18FO3Sn as an isolated structure in a non-equilibrium geometry, with ωB97M-V/def2-TZVPD.

## Properties
Molecular weight = 275.92 g mol⁻¹
Electronic energy = -21193.748 eV
Total charge = +1

Element x y z (Å)
Sn (-0.84, -28.18, -13.92)
F (1.12, -29.59, -12.54)
C (-0.16, -27.93, -9.41)
C (0.95, -27.28, -8.57)
O (2.16, -27.98, -8.78)
H (0.04, -28.01, -10.49)
H (-1.06, -27.31, -9.32)
H (-0.34, -28.97, -9.17)
H (0.56, -27.56, -7.58)
H (1.11, -26.21, -8.65)
H (2.53, -28.23, -7.93)
C (-3.32, -31.52, -11.50)
C (-1.82, -31.53, -11.61)
O (-1.26, -30.21, -11.55)
H (-3.67, -32.55, -11.41)
H (-3.78, -31.01, -12.35)
H (-3.50, -31.01, -10.56)
H (-1.35, -32.02, -12.47)
H (-1.52, -32.01, -10.67)
H (-0.31, -30.39, -11.73)
C (0.94, -32.35, -8.97)
C (2.05, -32.18, -10.01)
O (2.97, -31.18, -9.63)
H (1.35, -32.71, -8.03)
H (0.23, -33.09, -9.33)
H (0.41, -31.42, -8.76)
H (1.65, -32.07, -11.02)
H (2.58, -33.14, -10.09)
H (3.48, -31.54, -8.91)

=====

Computed, not measured: a 2-piece molecular cluster, C10H13N2 overall in a non-equilibrium geometry, with ωB97M-V/def2-TZVPD.

## Properties
Molecular weight = 161.23 g mol⁻¹
Electronic energy = -13545.470 eV
Energy relative to the best compared isomer or geometry (same formula, charge and spin) = 951.7 kJ/mol
Total charge = +1

Element x y z (Å)
C (3.14, 2.53, -0.61)
C (2.96, 1.44, -0.15)
C (-3.85, 0.74, 0.70)
C (-2.55, 0.20, 1.19)
C (-3.83, 0.75, -0.65)
C (-1.87, 0.05, 0.03)
C (1.08, -1.39, -1.74)
C (0.60, -0.70, -0.79)
C (1.01, -1.31, 1.36)
C (2.69, 0.09, 0.24)
N (-2.58, 0.37, -1.05)
N (1.19, -0.20, 0.42)
H (3.57, 3.46, -0.87)
H (-4.68, 1.16, 1.34)
H (-2.14, -0.06, 2.18)
H (-4.52, 1.20, -1.33)
H (2.12, -1.71, -1.82)
H (0.44, -1.79, -2.62)
H (1.75, -2.16, 1.19)
H (1.06, -1.11, 2.48)
H (0.01, -1.72, 1.11)
H (3.03, 0.00, 1.25)
H (3.06, -0.56, -0.48)
H (-2.30, 0.22, -2.06)
H (0.60, 0.50, 0.69)

=====

Computed, not measured: a 2-piece molecular cluster, C4H12 overall, with ωB97M-V/def2-TZVPD.

## Properties
Molecular weight = 60.14 g mol⁻¹
SMILES = CC.CC
Electronic energy = -4342.471 eV
Energy relative to the best compared isomer or geometry (same formula, charge and spin) = 5.5 kJ/mol
Total charge = 0

Element x y z (Å)
C (-1.93, 0.53, 1.85)
C (-2.42, -0.49, 0.82)
H (-1.55, 0.01, 2.73)
H (-1.16, 1.17, 1.41)
H (-2.76, 1.17, 2.16)
H (-1.61, -1.11, 0.44)
H (-2.90, -0.02, -0.04)
H (-3.15, -1.16, 1.26)
C (2.90, 0.27, -1.24)
C (1.50, -0.28, -1.43)
H (3.25, 0.76, -2.15)
H (2.93, 0.99, -0.42)
H (3.59, -0.52, -0.95)
H (1.36, -0.73, -2.41)
H (1.23, -1.06, -0.70)
H (0.72, 0.49, -1.33)

=====

Computed, not measured: one molecule with the formula C3H2N4O in a non-equilibrium geometry, with ωB97M-V/def2-TZVPD.

## Properties
Molecular weight = 110.08 g mol⁻¹
SMILES = c1nn2nncc2o1
Electronic energy = -11146.876 eV
Energy relative to the best compared isomer or geometry (same formula, charge and spin) = 231.2 kJ/mol
Total charge = 0

Element x y z (Å)
C (1.82, -0.26, 0.12)
N (1.15, -1.28, -0.05)
N (-0.13, -0.78, -0.13)
N (-1.48, -1.30, 0.00)
N (-2.04, -0.21, 0.05)
C (-1.37, 0.91, -0.06)
C (-0.15, 0.51, -0.09)
O (1.23, 0.97, -0.06)
H (2.85, -0.46, 0.04)
H (-1.89, 1.89, 0.18)

=====

Computed, not measured: C24H28CdNO2 as an isolated structure in a non-equilibrium geometry, with ωB97M-V/def2-TZVPD.

## Properties
Molecular weight = 474.90 g mol⁻¹
Electronic energy = -35489.309 eV
Total charge = -1

Element x y z (Å)
C (2.18, 0.08, 0.86)
C (2.23, -0.63, -0.37)
C (1.86, 0.27, -1.40)
H (2.47, -1.67, -0.49)
C (1.63, 1.53, -0.82)
C (1.83, 1.41, 0.57)
H (1.29, 2.41, -1.33)
C (-1.30, -1.53, 1.23)
C (-0.20, -2.25, 0.72)
C (-0.30, -2.25, -0.68)
H (0.59, -2.69, 1.30)
C (-1.44, -1.53, -1.07)
C (-2.06, -1.09, 0.13)
H (1.80, 0.04, -2.45)
H (1.66, 2.19, 1.29)
H (2.40, -0.33, 1.83)
H (-2.94, -0.48, 0.20)
H (0.41, -2.70, -1.36)
H (-1.50, -1.32, 2.27)
Cd (0.00, 0.00, 0.00)
C (-1.98, -1.32, -2.48)
C (-3.48, -1.59, -2.46)
C (-1.29, -2.27, -3.45)
H (-3.68, -2.60, -2.10)
H (-3.90, -1.48, -3.45)
H (-4.00, -0.90, -1.79)
H (-1.48, -3.31, -3.19)
H (-0.22, -2.11, -3.46)
H (-1.67, -2.11, -4.46)
C (-1.68, 0.14, -2.86)
C (-2.22, 0.66, -4.17)
H (-0.59, 0.28, -2.86)
H (-2.04, 0.80, -2.07)
O (-3.12, 0.14, -4.82)
N (-1.62, 1.80, -4.62)
C (-0.43, 2.43, -4.08)
H (-1.94, 2.10, -5.52)
C (0.89, 1.85, -4.55)
C (2.07, 2.48, -4.15)
H (2.02, 3.35, -3.51)
C (3.30, 1.99, -4.56)
H (4.21, 2.48, -4.24)
C (3.37, 0.86, -5.36)
H (4.33, 0.47, -5.67)
C (2.20, 0.22, -5.75)
H (2.24, -0.66, -6.37)
C (0.97, 0.72, -5.35)
H (0.06, 0.23, -5.67)
H (-0.46, 2.41, -3.00)
H (-0.47, 3.49, -4.35)
C (-1.87, 2.22, 1.47)
C (-0.78, 1.23, 1.71)
O (-0.33, 1.07, 2.84)
H (-2.15, 2.20, 0.40)
H (-1.52, 3.23, 1.75)
H (-2.75, 1.95, 2.09)